Entry from the OMol25 dataset: 2 unconnected molecules or ions with the total composition C6H11NOS at a distorted geometry (the ωB97M-V functional and the def2-TZVPD basis).

```
20
Properties=species:S:1:pos:R:3:forces:R:3
C -1.722446 -0.200026 1.400877 1.014 -0.152 1.211
S 0.051353 0.492097 1.286341 -1.301 -1.592 -1.082
C 0.492247 -0.784930 0.003705 0.531 1.467 -0.605
C 1.004772 -2.068840 0.603536 0.035 2.452 2.404
C 1.135688 -0.299526 -1.348996 -1.683 -2.968 2.217
C -0.301467 -0.753425 -1.263152 0.162 -3.240 -0.454
H -1.520764 -1.245496 1.078279 -0.744 0.666 0.475
H -2.458327 0.279785 0.718186 0.668 -0.150 0.642
H -2.009599 -0.166835 2.510531 0.113 -0.024 -1.812
H 0.379747 -2.389486 1.454253 0.148 0.146 -0.299
H 2.000707 -1.828586 1.007903 -0.228 -0.465 -0.057
H 1.047704 -2.837216 -0.061223 0.279 -2.181 -2.103
H 1.924671 -0.884202 -1.719993 0.756 -0.753 -0.541
H 1.167763 0.699820 -1.483494 0.542 3.040 -0.432
H -0.896595 0.079219 -1.356443 -1.692 1.566 -0.202
H -0.800397 -1.717075 -1.693823 1.407 1.732 0.717
N 0.097762 3.402484 0.404203 -1.233 -0.718 -0.725
C 0.032026 3.327670 -0.769399 -0.001 -0.971 -0.917
O -0.102247 2.988075 -1.877695 -0.050 0.396 -0.583
H 0.477402 3.906492 1.106404 1.278 1.747 2.144
```
Positions in Å, forces in eV/Å.

Output
Max |F|, eV/A: 4.1
Energy relative to the best compared isomer or geometry (same formula, charge and spin), kcal per mole: 50.6
E_tot, eV: -20771.15452
SMILES: CSC1(C)CC1.N=C=O


Entry from the OMol25 dataset: a gas-phase ion, C2H5FNO2S (charge -1) at a distorted geometry (the ωB97M-V functional and the def2-TZVPD basis).

```
12
Properties=species:S:1:pos:R:3:forces:R:3
C -0.687014 -0.347695 0.267186 3.110 2.940 -2.009
C 0.731661 0.138808 -0.184824 2.106 -0.870 0.804
N 1.934574 -0.593455 0.523625 -2.736 1.216 0.367
O 3.640026 1.217508 0.871649 -0.329 0.069 0.484
O 3.552044 0.345018 -1.386028 -0.236 -0.649 0.764
F 1.766504 -2.002365 0.205073 0.231 0.523 -0.489
S 3.599817 -0.018925 0.070850 0.556 0.181 -1.586
H -0.642142 -0.406345 1.292904 -0.583 0.109 2.380
H -1.200704 0.486540 -0.202317 -1.238 -0.335 0.514
H -0.839506 -1.246036 -0.176676 -1.013 -2.705 -1.206
H 0.929551 -0.058471 -1.282962 -0.507 0.919 1.028
H 0.779752 1.217232 0.190638 0.641 -1.400 -1.050
```
Positions in Å, forces in eV/Å.

Output
Max |F|, eV/A: 4.7
Energy relative to the best compared isomer or geometry (same formula, charge and spin), kcal per mole: 0.0
E_tot, eV: -21291.38705
Charge: -1


Entry from the OMol25 dataset: a molecular structure, C25H27MgN4O9PS (the ωB97M-V functional and the def2-TZVPD basis).

```
68
Properties=species:S:1:pos:R:3:forces:R:3
Mg -0.292833 0.123641 -0.689806 -0.125 -0.120 0.037
O -1.572502 5.959640 -0.782178 -0.004 0.055 0.049
C -1.318192 4.785975 -0.775107 -0.016 -0.094 -0.167
C -2.286016 3.649187 -0.436019 0.166 -0.043 0.071
O -3.449282 3.765740 -0.130950 -0.071 0.026 0.009
C -1.491959 2.409822 -0.544787 0.000 0.107 -0.001
C -0.189619 2.709680 -0.978508 0.164 -0.011 -0.081
O 0.704914 1.772219 -1.187025 -0.132 0.096 0.024
C 0.020894 4.141356 -1.121527 0.001 -0.011 0.143
O 1.048150 4.717977 -1.424956 -0.021 0.021 -0.007
O -1.881647 1.209673 -0.288609 -0.113 0.208 -0.013
S -3.941245 -4.812500 -5.142853 0.164 -0.102 -0.093
N -3.432745 -4.959903 -3.619281 -0.161 0.098 0.067
C -2.852396 -3.814402 -3.302696 0.120 -0.079 0.154
C -2.278377 -3.489904 -2.005675 -0.101 -0.130 -0.134
C -2.319843 -4.358007 -0.915609 -0.014 -0.035 0.007
C -1.779269 -3.950040 0.281585 0.000 0.007 0.006
C -1.215211 -2.679881 0.356964 -0.036 0.074 0.018
N -1.162211 -1.847382 -0.672237 -0.076 -0.237 -0.097
C -1.681683 -2.240746 -1.850335 0.075 0.205 -0.049
C -1.620500 -1.281379 -2.975347 -0.018 -0.029 0.266
N -0.993307 -0.118766 -2.741436 -0.105 -0.323 -0.121
C -0.971239 0.798731 -3.692679 0.116 0.046 0.014
C -1.571328 0.603226 -4.938130 0.014 0.037 0.004
C -2.188868 -0.596003 -5.198030 -0.018 -0.020 -0.011
C -2.214814 -1.571712 -4.198329 -0.074 -0.119 -0.149
C -2.832557 -2.877559 -4.365042 0.098 0.145 -0.090
N -3.401382 -3.328503 -5.470992 -0.147 0.078 0.089
H -2.782057 -5.329697 -1.030177 -0.002 0.002 0.001
H -1.796989 -4.585092 1.155378 0.000 -0.002 0.001
H -0.801002 -2.310583 1.287707 -0.009 -0.011 -0.011
H -0.444553 1.715155 -3.452562 -0.023 -0.011 0.010
H -1.538113 1.392108 -5.675681 0.004 -0.009 -0.005
H -2.657884 -0.801069 -6.151308 0.003 0.004 0.000
C 3.809953 -1.251672 -0.337108 0.037 -0.033 0.017
C 2.584116 -1.728796 -1.083117 -0.036 0.056 0.066
O 1.560622 -0.736802 -1.086618 -0.094 0.236 -0.099
H 4.593663 -2.009463 -0.374376 -0.003 0.005 0.018
H 3.570813 -1.043299 0.706999 -0.011 0.009 -0.008
H 4.204328 -0.338620 -0.786880 0.009 -0.001 -0.015
H 2.141602 -2.597339 -0.593778 0.011 -0.022 -0.027
H 2.819972 -2.006663 -2.112980 0.041 0.013 -0.002
H 1.871246 0.140120 -1.369930 0.374 -0.017 -0.068
C 2.086964 -1.867811 4.244778 0.026 -0.025 0.017
C 1.188073 -1.394682 3.127315 0.021 -0.025 -0.029
O 1.504087 -0.034732 2.836938 0.073 -0.009 0.098
P 0.488771 0.779854 1.839585 0.072 -0.068 0.065
O 1.230148 2.192282 1.890390 0.105 0.081 0.043
C 2.576326 2.413092 1.403096 -0.122 -0.130 0.025
C 3.023162 3.768754 1.885906 -0.030 0.057 -0.016
O -0.802135 1.082684 2.713175 -0.107 0.019 0.053
C -0.923640 2.066082 3.764462 -0.003 0.020 -0.015
C -0.488097 1.502644 5.098507 0.013 -0.005 0.013
H 1.854634 -2.900983 4.506995 0.008 0.000 -0.006
H 1.950184 -1.246325 5.129222 -0.014 -0.001 -0.001
H 3.133324 -1.811431 3.945037 0.004 0.006 -0.002
H 0.136227 -1.478174 3.423838 0.013 0.021 0.013
H 1.338698 -2.004670 2.226906 -0.004 0.004 0.007
H 2.550874 2.374274 0.315058 -0.022 -0.014 -0.079
H 3.221759 1.618901 1.789300 -0.038 0.032 0.008
H 2.396601 4.547771 1.452785 -0.004 0.006 0.004
H 4.052229 3.946919 1.571884 0.006 0.008 -0.005
H 2.973704 3.831468 2.973783 0.011 -0.018 -0.017
H -1.977838 2.336577 3.767982 0.002 0.000 0.011
H -0.342825 2.946252 3.492597 -0.006 -0.022 0.005
H -1.084389 0.628708 5.364816 0.007 -0.007 -0.013
H -0.621161 2.255504 5.877284 -0.011 -0.004 -0.009
H 0.563671 1.218576 5.072385 0.014 0.003 0.006
```
Positions in Å, forces in eV/Å.

Output
Max |F|, eV/A: 0.4
Energy relative to the best compared isomer or geometry (same formula, charge and spin), kcal per mole: 6.1
E_tot, eV: -76325.27421